# 1
Formula: C21H24N6OS
Source: the Open Molecules 2025 dataset
Level of theory: ωB97M-V/def2-TZVPD

XYZ file:
```
53
Properties=species:S:1:pos:R:3:forces:R:3
S 1.022385 -0.226537 -0.150593 -0.379 0.087 -0.202
O -0.873009 -3.214913 -0.970170 0.133 -0.242 -0.025
N -2.009653 -1.373847 -0.360488 -0.333 0.146 -0.158
N 3.117033 -1.612213 0.894468 -1.067 0.075 -0.004
N -4.586328 -0.845934 0.726111 -0.007 -0.277 0.202
N 8.893280 0.583449 -0.258811 0.491 0.122 -0.073
N 4.450005 -1.533491 0.922758 1.332 0.035 0.038
N 3.720828 0.158199 -0.269363 -0.075 -0.809 0.298
C -3.387776 -0.435254 1.421162 0.317 0.289 -0.065
C -6.118189 0.071462 -0.951127 0.149 -0.156 0.000
C 3.298315 2.543101 0.062035 0.060 -0.127 -0.161
C -7.442873 2.009814 -0.428417 -0.112 0.058 -0.104
C 2.682578 -0.599615 0.192047 0.129 -0.075 0.011
C -3.196052 -1.802208 -1.077388 -0.258 -0.355 -0.092
C 0.251302 -1.740794 0.519936 0.282 0.085 0.002
C 4.825179 -0.485987 0.236475 -0.394 -0.167 0.061
C -6.846847 2.059090 0.820872 0.035 0.039 -0.014
C -0.927139 -2.180161 -0.335038 0.386 0.013 0.034
C 8.411253 0.220061 0.918041 -0.135 -0.101 0.250
C -2.240850 -0.183380 0.421933 -0.154 0.139 0.449
C 3.605209 1.429641 -0.935652 -0.064 0.626 -0.031
C 6.214720 -0.101794 0.040722 0.496 0.168 -0.058
C 8.069843 0.587330 -1.291805 -0.185 0.033 -0.248
C 6.728045 0.252280 -1.205665 0.003 -0.032 0.221
C -5.898658 1.125553 1.184888 0.090 0.056 0.039
C 7.088744 -0.131918 1.126420 -0.107 0.047 -0.225
C -4.329235 -2.027463 -0.066812 0.092 -0.028 -0.317
C -5.503440 0.112874 0.303099 -0.260 0.143 -0.033
C -7.074920 1.005267 -1.304331 -0.107 0.127 0.016
H 6.728132 -0.428480 2.097888 -0.019 -0.018 0.108
H -7.131011 2.827250 1.525441 -0.021 0.048 0.065
H 2.798028 1.351349 -1.670572 0.192 -0.016 -0.042
H 6.113444 0.233104 -2.093180 -0.041 0.008 -0.063
H 4.543199 1.641057 -1.450925 -0.189 -0.083 -0.026
H -4.023513 -2.823491 0.622401 -0.026 -0.002 -0.098
H 2.360322 2.343132 0.574528 -0.063 0.027 0.075
H -2.955450 -2.723936 -1.608174 -0.050 0.149 0.014
H 4.094431 2.619662 0.799875 0.042 0.019 0.054
H -2.536872 0.624776 -0.258655 0.052 0.008 0.081
H -1.341710 0.128788 0.947836 0.008 0.005 -0.005
H 9.123755 0.214531 1.732220 -0.019 -0.028 0.128
H -0.033518 -1.554390 1.555501 0.018 -0.077 -0.017
H -3.473191 -1.023681 -1.795732 -0.008 -0.045 0.005
H -3.096124 -1.235331 2.111256 0.041 0.092 0.013
H -8.185941 2.739539 -0.710773 -0.066 0.058 -0.026
H -5.241751 -2.348502 -0.566569 0.019 -0.029 0.032
H -7.529894 0.947556 -2.282681 -0.030 -0.009 -0.071
H 1.018122 -2.513732 0.485963 -0.217 0.020 0.026
H -5.853707 -0.686661 -1.671507 0.061 -0.071 -0.033
H 3.214296 3.490831 -0.461597 -0.023 0.137 -0.021
H -5.477865 1.169915 2.178037 0.023 -0.033 0.080
H -3.566489 0.472761 1.993193 0.005 -0.073 0.030
H 8.509535 0.871333 -2.239097 -0.048 0.001 -0.117
```
Forces are in eV/Å.

Results
Frontier orbital gap in eV: 8.33
Electronic energy in eV: -43989.866
SMILES: CCn1c(SCC(=O)N2CCN(c3ccccc3)CC2)nnc1-c1ccncc1
LUMO level in eV: 0.44
ΔE to the lowest compared entry with this formula, charge and spin in kJ/mol: 207.12



# 2
Formula: C21H25BBaF7O25PPd
Source: the Open Molecules 2025 dataset
Level of theory: ωB97M-V/def2-TZVPD

XYZ file:
```
82
Properties=species:S:1:pos:R:3:forces:R:3
Ba 0.721245 -3.494116 4.763556 -0.403 1.484 -2.711
Pd -1.037581 -3.326395 -0.604797 0.721 -0.372 0.232
P 0.182834 -1.020733 1.494724 0.261 -3.188 -0.474
F -0.249469 3.639388 -3.607548 -0.381 0.139 0.913
F 3.919329 -8.601542 -0.866908 0.425 -1.710 -0.859
F -8.885709 -1.500478 -2.812273 0.459 -0.849 -0.640
F 0.616425 3.196587 9.105325 0.400 -0.766 2.900
F 3.491036 3.420138 -0.370390 0.061 -0.322 -1.367
F -4.846999 2.572019 0.914640 0.799 0.289 0.543
F 5.392562 -1.830570 -2.341004 0.125 -0.109 0.115
O 0.911755 6.511264 7.075190 -1.506 -4.683 0.366
O -0.227039 4.564077 7.664623 -1.092 -0.756 -0.566
O -3.630065 5.105825 3.753755 0.938 0.923 0.799
O -3.899206 2.889338 3.847140 -0.434 -0.751 0.552
O 5.884370 -6.704145 -0.734176 0.926 0.337 1.336
O 5.207311 -1.981162 -4.602134 0.945 1.081 1.076
O -3.164030 3.788538 2.012307 0.232 0.251 -2.061
O -2.360178 2.940017 -4.143472 -1.868 0.749 2.443
O -4.137723 2.833515 -5.669810 3.725 0.311 2.297
O 4.865316 -7.625296 0.944555 -6.146 -1.614 1.437
O 0.914727 -2.447187 1.280555 1.093 -1.239 1.093
O 3.094157 -2.310733 -4.182067 -1.354 -0.630 1.206
O 0.887212 -0.344582 2.695467 -1.254 -0.041 -1.304
O -2.007925 2.649954 -6.219806 0.466 -1.416 -2.753
O -0.097624 -0.660863 0.048428 0.265 1.998 0.902
O 4.089645 -3.673003 -5.663342 0.394 2.983 2.665
O -5.819832 -0.588260 -2.738782 0.301 -0.268 0.255
O -1.042110 -1.959280 1.902068 -0.484 0.167 1.722
O 3.244644 7.056295 1.434756 -0.201 -2.311 -0.268
O 3.926910 4.852791 1.272140 -1.289 -0.056 0.205
O -4.998945 -2.184862 -1.229048 -1.132 2.275 -1.298
O -7.158077 -1.551807 -1.281588 -0.838 -0.059 0.617
O 1.848431 4.478281 6.894506 -0.406 -0.126 -0.201
O 1.797602 5.379132 0.887251 -0.562 2.024 -0.169
O 7.025804 -7.538401 1.180879 -1.929 1.185 -1.790
C 3.901987 -7.504241 -0.148759 -0.718 1.631 0.597
C -2.938539 2.835065 -5.327539 -4.566 -0.423 -2.347
C -7.097582 0.086581 -2.803517 0.630 1.143 -1.297
C -5.838206 -1.449965 -1.705856 -0.602 -2.001 0.236
C 3.417330 -1.143848 -3.441348 -0.262 0.293 -0.530
C 0.239450 3.221916 7.850960 -1.529 1.065 -0.272
C -8.058627 -0.758959 -2.024557 0.558 0.579 0.665
C -1.018724 2.690607 -4.210919 1.716 0.137 -0.544
C 3.198144 3.681589 0.899283 0.419 -0.818 2.066
C -3.721413 1.843406 2.898560 0.704 -1.608 0.726
C -0.733748 2.833883 -5.678548 0.392 0.547 -0.233
C 4.953417 -1.163344 -3.447350 -0.846 -0.528 -0.667
C 1.732603 4.003372 1.109679 0.643 -0.073 0.262
C 1.414713 3.138820 7.005628 1.031 -0.256 -1.402
C -3.640155 2.507995 1.579397 1.199 1.030 0.027
C 5.995619 -7.292177 0.562517 6.316 0.711 -2.042
C 4.123171 -2.736094 -4.845819 0.296 -3.738 -3.860
C 4.494693 -6.330260 -0.905156 0.640 -1.430 0.957
C 3.019951 5.887263 1.244429 -0.140 1.302 -0.406
C 0.776348 5.271389 7.174477 2.848 5.599 -0.293
C -3.474775 4.040601 3.285145 -2.453 -0.618 -0.485
B -0.436116 -6.155433 -1.546918 0.199 0.739 0.008
H 2.927731 -0.409570 -4.081077 0.557 0.942 0.577
H 2.966330 -1.168857 -2.449346 0.155 -0.101 -0.080
H -7.465885 0.252642 -3.815868 0.408 -0.786 -0.344
H 4.209414 -6.333167 -1.957164 0.149 0.293 0.220
H 5.473819 -0.205842 -3.469578 -0.038 -0.197 -0.442
H -2.846372 2.143960 0.927094 -0.515 -0.262 -0.274
H 2.874292 -7.397314 0.198387 0.262 0.302 0.601
H -2.775413 1.370131 3.161635 0.313 -0.001 -0.402
H -0.529496 2.474527 7.655430 -0.281 0.333 0.070
H -0.543087 3.863516 -5.981184 0.895 0.111 0.669
H -1.257096 -5.672240 -2.053644 -3.688 1.976 -2.161
H 1.347281 3.868939 2.120403 0.455 -0.403 0.240
H 1.079053 2.779092 6.033001 0.552 -0.269 -0.258
H -8.812534 -0.208489 -1.461796 0.747 0.115 0.868
H -0.370436 -7.188949 -1.849864 -0.032 -3.952 -0.724
H 3.499885 2.842917 1.526730 0.436 0.055 -0.098
H 2.190383 2.543435 7.487261 -0.027 -0.098 -0.361
H 1.071108 3.424536 0.465112 0.150 0.529 -0.494
H 0.080857 2.185224 -6.000671 -0.587 -0.257 -0.496
H 4.289623 -5.436116 -0.316464 -0.100 0.349 -0.565
H 0.447393 -5.644270 -1.896729 3.804 2.025 -1.380
H -0.512823 -5.964269 -0.487758 -0.359 0.507 4.905
H -0.815828 1.719800 -3.758745 0.170 0.063 0.105
H -6.882465 1.116656 -2.519320 -0.444 -0.119 0.951
H -4.414074 1.001799 2.895649 -0.716 0.634 0.498
```
Forces are in eV/Å.

Results
<S²>: 2.015
Frontier orbital gap (alpha / beta) in eV: 3.92 / 3.93
Electronic energy in eV: -106521.064
2S+1: 3
LUMO level (alpha / beta) in eV: -4.60 / -4.56
ΔE to the lowest compared entry with this formula, charge and spin in kJ/mol: 664.80